No. 1
Computed, not measured: 2 unconnected molecules or ions with the total composition C12H23ClN2O5S in a non-equilibrium geometry, with ωB97M-V/def2-TZVPD.

Each line ends with the natural charge from an NBO analysis.
Geometry (Å):
O 1.018 1.979 0.411  -0.93
H 2.049 -0.285 2.041  0.24
O 0.752 1.542 2.687  -0.89
H -0.141 -0.132 3.142  0.26
H 0.494 1.343 -1.358  0.30
C -0.699 -0.424 0.019  0.57
O 1.092 3.766 1.956  -0.82
H -0.602 -0.772 -4.465  0.22
H 0.058 -2.956 1.978  0.21
C 0.050 -2.558 -0.455  -0.22
C -0.616 -0.453 -1.474  -0.29
H -2.773 1.475 -0.482  0.15
N -0.358 -1.555 0.548  -0.30
S 2.560 -0.436 4.364  -0.01
H -0.784 0.783 -5.295  0.23
H -3.242 2.955 0.981  0.47
O -2.297 2.804 1.034  -0.70
C -0.397 -1.945 -1.781  -0.41
Cl 1.453 2.398 1.745  2.56
H -1.191 2.303 -0.614  0.20
H 1.017 1.994 -4.855  0.33
H 2.223 -1.991 2.564  0.20
C 0.299 -1.121 3.022  -0.44
C 1.804 -1.014 2.814  -0.52
H 1.411 -0.013 -1.934  0.23
H 1.129 -2.717 -0.382  0.22
C 0.443 0.493 -2.028  -0.48
H -0.429 -3.514 -0.245  0.22
C -0.768 0.300 -4.318  -0.69
H -1.599 -0.138 -1.842  0.24
N 1.152 1.760 -3.871  -0.59
C -1.901 1.842 0.073  -0.05
H 0.324 -2.101 -2.582  0.23
H -1.460 -2.108 2.211  0.22
C -0.402 -1.966 1.965  -0.22
C 0.308 0.912 -3.470  0.31
H 0.113 -1.649 3.963  0.23
C -1.222 0.702 0.827  -0.59
H 3.675 -1.157 4.254  0.11
H -0.379 1.143 1.390  0.36
O 2.866 2.201 1.860  -0.83
H -1.761 0.414 -3.874  0.22
H -1.341 -2.398 -2.089  0.22
H -1.926 0.298 1.565  0.23

Properties
LUMO level = -0.18 eV
total charge = 0
calculated total energy = -49383.2963 eV
spin multiplicity = 1
frontier orbital gap = 0.3095 Ha

***

No. 2
Computed, not measured: a molecular structure, C12H23F3HfNO2P2 in a non-equilibrium geometry, with ωB97M-V/def2-TZVPD.

Each line ends with the natural charge from an NBO analysis.
Geometry (Å):
H -3.735 2.081 1.646  0.28
H -0.185 -3.349 -3.660  0.29
P 2.323 -0.733 1.229  0.75
F 0.166 -0.986 3.436  -0.33
O 1.174 2.555 -0.897  -1.03
F -1.781 -0.192 2.941  -0.34
H 2.011 2.762 -1.346  0.55
C -0.592 -0.594 2.341  0.48
H 2.904 -0.010 -1.090  0.28
H -2.977 -1.270 -0.030  0.32
C -3.734 1.137 1.094  -0.90
H 3.277 -2.944 1.397  0.27
C 1.094 -2.207 -2.289  -0.21
O -0.241 4.230 -0.011  -0.96
F -0.926 -1.809 1.688  -0.36
H 1.507 -3.107 1.641  0.29
H -2.270 3.277 -0.727  0.25
C -2.474 -0.565 -0.731  -0.73
H -3.179 -0.373 -1.565  0.29
C 2.479 -0.929 -0.618  -0.77
H -4.576 1.115 0.395  0.28
C -0.122 -2.622 -2.831  -0.02
H -1.764 2.212 -2.079  0.27
C 2.390 -2.477 1.849  -0.89
H 4.323 0.715 1.199  0.26
H 2.516 -2.444 2.942  0.30
H 2.028 -2.608 -2.658  0.27
N 0.015 -0.692 -0.791  -0.72
H 0.588 3.384 -0.844  0.54
C -2.446 2.304 -1.214  -0.92
C -1.250 -2.072 -2.256  -0.22
H 4.726 -0.979 1.612  0.29
C -1.194 -1.116 -1.269  0.29
H 3.897 0.078 2.794  0.28
C 3.992 -0.180 1.736  -0.91
H 3.205 -1.753 -0.766  0.31
H -0.037 4.437 0.928  0.53
H -2.252 -2.358 -2.581  0.27
P -2.200 1.060 0.124  0.72
C 1.153 -1.289 -1.248  0.24
H -3.483 2.251 -1.566  0.29
H -3.836 0.328 1.823  0.30
Hf 0.313 0.853 0.665  2.28
H -0.829 4.881 -0.410  0.54

Properties
LUMO level = -12.07 eV
total charge = +3
ΔE to the lowest compared entry with this formula, charge and spin = 0.336 eV
calculated total energy = -46411.9079 eV
spin multiplicity = 1
frontier orbital gap = 0.2788 Ha

***

No. 3
Computed, not measured: a molecular structure, C12H23F3InO4S in a non-equilibrium geometry, with ωB97M-V/def2-TZVPD.

Each line ends with the Löwdin charge.
Geometry (Å):
H -2.926 -0.836 -0.389  0.09
H 0.754 0.835 0.460  0.02
C -1.767 0.955 -0.799  -0.20
H -0.415 0.407 -3.246  0.11
H 1.206 -2.242 -5.107  0.09
H -0.270 -1.240 -0.285  0.11
O -1.374 -0.159 -4.983  0.01
C -2.152 -0.244 0.088  -0.20
C 3.926 -0.708 1.560  -0.59
H -0.035 1.581 1.844  0.02
H -2.608 0.151 0.994  0.11
H -0.792 0.808 -1.243  0.08
C -0.987 -1.126 0.529  -0.23
S 2.211 -0.079 4.972  0.44
C -1.404 0.100 -3.569  -0.20
F 3.924 -1.982 2.081  0.01
F 3.663 -0.886 0.214  -0.01
In 2.488 0.720 2.560  0.69
H -1.357 -2.124 0.754  0.10
H -1.666 -0.805 -3.028  0.14
C 1.473 1.229 5.962  -0.22
H -1.965 2.160 -3.655  0.12
H -3.724 0.668 -1.742  0.10
C 0.421 -1.793 -4.524  0.01
H 3.190 2.349 2.658  -0.09
C -2.379 1.218 -3.313  -0.17
C -0.583 -1.150 -5.444  -0.50
C -2.844 1.290 -1.852  -0.19
O 1.335 -1.252 5.053  -0.46
H 1.364 0.874 6.978  0.05
C 0.532 0.716 1.517  -0.29
F 5.240 -0.302 1.607  0.00
H -1.667 1.812 -0.146  0.10
H 2.173 2.057 5.942  0.04
H -3.251 1.036 -3.937  0.11
H -3.178 2.308 -1.679  0.10
O -0.702 -1.516 -6.612  0.07
H 0.462 -1.373 2.082  0.08
H -0.910 -0.468 2.582  0.10
C -0.233 -0.613 1.742  -0.30
H 0.866 -1.106 -3.815  0.08
O 3.529 -0.279 5.586  -0.47
H 0.529 1.549 5.538  0.04
H -0.096 -2.543 -3.935  0.10

Properties
LUMO level = 2.44 eV
total charge = -1
calculated total energy = -45169.1504 eV
spin multiplicity = 1
frontier orbital gap = 0.2847 Ha

***

No. 4
Computed, not measured: a molecular structure, C12H23F3NO5P2SV in a non-equilibrium geometry, with ωB97M-V/def2-TZVPD.

Each line ends with the Mulliken spin population.
Geometry (Å):
H -3.363 2.071 1.297  0.00
N -0.136 -0.894 -1.273  -0.04
H 1.474 2.237 -2.422  0.00
C -0.121 -2.629 -3.417  0.00
O -0.064 1.434 2.436  -0.01
O 1.904 2.091 -1.559  0.00
V -0.129 0.276 0.513  2.11
H -2.286 -2.525 -3.222  0.00
C 2.229 -0.567 -1.217  0.00
H 3.349 -2.653 1.294  0.00
H 0.496 3.683 0.752  0.00
H -0.026 2.196 0.687  0.01
H -4.493 1.575 -0.022  0.00
C 1.040 -1.259 -1.815  -0.01
P -2.208 0.935 -0.463  -0.07
C 2.291 -2.363 1.201  0.01
H -0.121 -3.316 -4.252  0.00
O -2.195 0.914 3.607  -0.01
C -1.301 -1.293 -1.806  0.01
H -2.979 -1.339 -0.418  0.00
F 1.368 -0.466 3.999  0.00
H -3.884 0.372 1.170  0.00
C -2.295 2.089 -1.851  0.01
C -2.558 -0.696 -1.209  0.00
S -0.959 0.403 3.076  0.00
H -3.323 -0.565 -1.981  0.00
H 3.173 -1.001 -1.566  0.00
H -2.073 3.100 -1.483  0.00
H 4.525 -0.533 1.078  0.00
P 2.165 -0.658 0.595  -0.03
C 1.078 -2.168 -2.875  0.00
F -0.398 -1.243 5.064  0.00
H 2.170 0.659 -1.442  0.00
H 3.847 1.061 0.563  0.00
C -1.316 -2.182 -2.871  0.00
H 1.795 -3.057 0.510  0.00
O 0.227 3.012 0.088  0.01
F 0.269 0.840 5.387  0.00
H -3.303 2.070 -2.284  0.00
C 3.672 0.161 1.173  0.01
H 3.519 0.452 2.226  0.00
C 0.135 -0.149 4.481  0.00
H 2.042 -2.454 -3.272  0.00
H 1.181 2.527 -0.847  0.00
H -1.572 1.811 -2.629  0.00
C -3.633 1.272 0.592  0.02
H 1.795 -2.420 2.187  0.00
O -1.008 -0.812 2.220  -0.01

Properties
LUMO level (alpha / beta) = -9.70 / -8.74 eV
total charge = +2
ΔE to the lowest compared entry with this formula, charge and spin = 0.000 eV
calculated total energy = -87782.4423 eV
spin multiplicity = 3
frontier orbital gap (alpha / beta) = 0.2278 / 0.2635 Ha

***

No. 5
Computed, not measured: 2 unconnected molecules or ions with the total composition C12H23N2O2 in a non-equilibrium geometry, with ωB97M-V/def2-TZVPD.

Each line ends with the natural charge from an NBO analysis.
Geometry (Å):
H 4.693 2.267 -4.602  0.25
C 4.603 2.216 -3.516  -0.72
H -0.978 -2.382 1.274  0.45
H -3.188 -2.775 0.479  0.24
C -3.280 0.788 3.608  -0.05
H 4.532 3.234 -3.127  0.23
C -1.063 -1.969 -0.779  -0.28
H 0.199 -0.988 -2.352  0.22
H 2.234 0.730 -1.678  0.40
H 3.155 2.374 -0.094  0.19
C 3.367 1.437 -3.155  0.68
C -2.880 -1.714 0.858  -0.23
H 0.564 1.366 0.563  0.25
C 0.386 -1.481 -1.308  -0.11
H -1.860 -1.624 -1.533  0.25
H -4.634 0.226 1.843  0.25
H 5.490 1.718 -3.118  0.23
C -3.315 -1.623 2.411  -0.45
H -0.182 -0.533 2.077  0.25
C -2.319 1.661 3.889  -0.27
N 3.079 1.264 -1.835  -0.63
H -3.448 -0.972 0.178  0.25
H -0.655 0.863 -0.809  0.20
H 4.105 0.870 -0.085  0.20
H -1.680 0.418 1.404  0.26
C 3.816 1.736 -0.685  -0.41
H 4.707 2.297 -0.965  0.22
H -2.440 -1.759 3.148  0.25
H 1.130 -2.352 -1.519  0.24
H -1.056 -3.136 -0.843  0.25
O 1.050 -0.487 -0.476  -0.53
H -1.332 2.218 4.139  0.29
O 2.624 0.963 -4.007  -0.64
N -1.364 -1.635 0.655  -0.39
C -4.184 -0.289 2.779  -0.46
C 0.067 0.475 -0.001  -0.10
H -4.040 -2.517 2.604  0.25
H -5.077 -0.576 3.450  0.26
C -0.825 -0.309 1.129  -0.28

Properties
LUMO level = -3.18 eV
total charge = +1
ΔE to the lowest compared entry with this formula, charge and spin = 6.123 eV
calculated total energy = -19880.3518 eV
spin multiplicity = 1
frontier orbital gap = 0.3050 Ha

***

No. 6
Computed, not measured: a molecular structure, C12H23N2O3P2Yb in a non-equilibrium geometry, with ωB97M-V/def2-TZVPD.

Each line ends with the Mulliken spin population.
Geometry (Å):
H 2.289 2.603 -1.557  0.00
H 2.320 0.467 -0.853  0.00
O 1.758 2.245 -0.819  0.00
C 1.019 -1.240 -1.217  0.00
C -2.645 -0.673 -0.766  0.00
H -1.907 2.065 -1.924  0.00
C 2.197 -2.537 1.587  0.00
C -1.323 -1.233 -1.289  0.00
H 4.284 -0.203 2.615  0.00
H 1.438 -2.980 0.928  0.00
P -2.501 0.933 0.166  0.00
H 2.053 -2.542 -2.571  0.00
H 1.032 2.981 -0.502  0.00
C -4.170 0.978 0.902  0.00
O -0.004 3.357 0.434  0.00
O 0.117 0.377 4.675  0.00
N -0.168 -0.745 -0.789  0.00
C -0.015 1.074 3.716  0.00
C -1.315 -2.244 -2.259  0.00
Yb 0.395 1.138 0.581  1.01
H -4.966 1.147 0.167  0.00
H 4.510 0.380 0.957  0.00
H -3.078 -1.386 -0.037  0.00
H -0.068 -3.531 -3.509  0.00
C -0.112 -2.755 -2.736  0.00
H -4.363 0.042 1.439  0.00
H -2.251 -2.639 -2.624  0.00
H -3.674 1.805 -1.800  0.00
C 1.070 -2.222 -2.217  0.00
P 2.368 -0.749 1.277  0.00
H 3.172 -1.137 -0.976  0.00
H -3.353 -0.543 -1.606  0.00
C -2.770 2.085 -1.242  0.00
N -0.119 1.755 2.723  0.00
C 2.278 -0.654 -0.565  0.00
H 1.852 -2.651 2.627  0.00
H 3.160 -3.052 1.464  0.00
C 4.148 -0.465 1.557  0.00
H -2.897 3.105 -0.853  0.00
H 0.129 3.002 1.430  0.00
H -4.193 1.792 1.634  0.00
H -0.432 4.216 0.495  0.00
H 4.735 -1.366 1.338  0.00

Properties
LUMO level (alpha / beta) = -6.59 / -7.96 eV
total charge = +2
ΔE to the lowest compared entry with this formula, charge and spin = 0.000 eV
calculated total energy = -72034.5711 eV
spin multiplicity = 2
frontier orbital gap (alpha / beta) = 0.3372 / 0.2870 Ha